P:
Computed, not measured: one molecule with the formula C4H10Si, with the ωB97M-V functional and the def2-TZVPD basis.

Element x y z (Å)
C1 1.193 -0.431 0.326
C2 -0.539 -0.446 -0.170
C3 1.947 0.865 0.427
C4 -1.036 -1.850 -0.208
Si1 -1.417 1.145 -0.398
H1 1.573 -1.353 0.378
H2 1.365 1.531 1.053
H3 2.998 0.684 0.878
H4 2.238 1.461 -0.575
H5 -0.211 -2.529 -0.415
H6 -1.312 -2.063 0.841
H7 -1.788 -2.096 -0.940
H8 -1.545 1.991 0.930
H9 -2.692 0.833 -0.793
H10 -0.773 2.258 -1.335

Properties
Kohn-Sham gap (spin up / spin down): 7.95 / 9.46 eV
spin multiplicity: 3
E_LUMO (spin up / spin down): 0.979 / -0.917 eV

Here are the Löwdin charges for atoms 1 to 4, given in e: -0.06, -0.36, -0.19, -0.17



Q:
Computed, not measured: a 2-piece molecular cluster, C4H10Si overall, with the ωB97M-V functional and the def2-TZVPD basis.

Element x y z (Å)
C1 0.160 1.120 -0.243
C2 -0.965 0.434 -0.186
C3 1.293 0.738 -1.183
C4 -2.018 0.679 0.725
Si1 1.636 -2.822 1.643
H1 0.363 2.102 0.227
H2 2.215 1.117 -0.878
H3 1.221 -0.244 -1.299
H4 1.056 1.082 -2.274
H5 -1.600 1.239 1.595
H6 -2.858 1.177 0.286
H7 -2.407 -0.215 1.123
H8 2.348 -2.315 0.308
H9 -0.942 -0.588 -0.667
H10 0.499 -3.503 0.824

Properties
Kohn-Sham gap (spin up / spin down): 8.54 / 6.60 eV
spin multiplicity: 3
E_LUMO (spin up / spin down): 1.111 / -2.415 eV

Here are the Löwdin charges for atoms 1 to 4, given in e: -0.17, -0.24, -0.10, -0.14



From most stable to least stable, the computed energies give Q, P.



P:
Computed, not measured: a 2-piece molecular cluster, C2H3F2NO overall, with the ωB97M-V functional and the def2-TZVPD basis.

Element x y z (Å)
C1 -0.982 0.156 -0.009
C2 -3.692 -0.054 -0.586
N1 0.258 -0.276 0.170
O1 -1.830 -0.518 -0.487
F1 -4.043 -0.891 0.390
F2 -3.618 1.172 0.097
H1 -1.233 1.135 0.473
H2 0.854 0.316 0.611
H3 0.507 -1.313 -0.015

Properties
Kohn-Sham gap: 9.86 eV
E_LUMO: 0.583 eV

Here are the Löwdin charges for atoms 1 to 4, given in e: -0.38, -0.10, 0.16, 0.01



Q:
Computed, not measured: one molecule with the formula C2H3F2NO, with the ωB97M-V functional and the def2-TZVPD basis.

Element x y z (Å)
F1 2.588 -2.047 -0.326
N1 1.572 -1.487 0.428
F2 2.204 -0.738 1.315
C1 0.773 -0.516 -0.471
C2 -0.426 -0.129 0.213
O1 -0.409 -1.055 -0.917
H1 1.370 0.310 -0.934
H2 -0.490 -0.554 1.171
H3 -0.787 0.874 -0.028

Properties
Kohn-Sham gap: 11.63 eV
E_LUMO: 0.989 eV
SMILES: FN(F)[C@@H]1CO1

Here are the Löwdin charges for atoms 1 to 4, given in e: -0.01, -0.07, 0.02, -0.31



From most stable to least stable, the computed energies give P, Q.



P:
Computed, not measured: one molecule with the formula C4H6ClFO, with the ωB97M-V functional and the def2-TZVPD basis.

Element x y z (Å)
F1 -0.610 -1.436 -0.988
C1 -1.495 -0.919 -0.054
C2 -0.760 -0.009 0.880
O1 -0.325 1.151 0.189
C3 0.859 1.225 -0.465
C4 1.947 0.455 -0.530
Cl1 2.333 -1.030 0.300
H1 -1.941 -1.763 0.493
H2 -2.265 -0.377 -0.607
H3 -1.436 0.355 1.670
H4 0.067 -0.555 1.355
H5 0.889 2.128 -1.060
H6 2.738 0.777 -1.184

Properties
Kohn-Sham gap: 9.71 eV
E_LUMO: 0.883 eV
SMILES: FCCO/C=C\Cl

Here are the Löwdin charges for atoms 1 to 4, given in e: -0.05, -0.18, -0.19, -0.08



Q:
Computed, not measured: C4H6ClFO as an isolated structure, with the ωB97M-V functional and the def2-TZVPD basis.

Element x y z (Å)
C1 0.795 0.645 -1.351
C2 1.169 -0.106 0.774
C3 -0.094 -0.540 1.023
C4 -1.354 -0.525 0.387
H1 0.965 -0.522 -1.883
H2 0.844 1.726 -2.032
H3 -0.577 0.729 -1.138
H4 1.963 -0.173 1.626
H5 -0.023 -0.979 2.070
H6 -1.957 -1.291 0.973
O1 1.830 0.598 -0.209
F1 -1.474 -0.693 -1.016
Cl1 -2.087 1.133 0.776

Properties
Kohn-Sham gap: 10.06 eV
E_LUMO: 0.711 eV

Here are the Löwdin charges for atoms 1 to 4, given in e: -0.09, -0.19, -0.21, -0.66



From most stable to least stable, the computed energies give P, Q.



P:
Computed, not measured: a 2-piece molecular cluster, C5H9P overall, with the ωB97M-V functional and the def2-TZVPD basis.

Element x y z (Å)
C1 -0.791 0.145 -0.802
C2 -1.832 -0.352 -0.230
C3 0.221 0.535 -1.483
C4 0.388 2.019 -1.690
C5 1.730 -1.350 1.509
P1 0.905 0.152 1.960
H1 -1.912 -0.308 0.849
H2 -2.746 -0.656 -0.809
H3 1.008 -0.128 -1.808
H4 -0.571 2.223 -1.102
H5 0.419 2.401 -2.739
H6 1.339 2.246 -1.167
H7 2.769 -1.195 1.589
H8 1.498 -1.471 0.418
H9 1.498 -2.186 2.084

Properties
Kohn-Sham gap (spin up / spin down): 7.04 / 7.09 eV
E_LUMO (spin up / spin down): -0.648 / -0.645 eV

Here are the Löwdin charges for atoms 1 to 4, given in e: -0.25, -0.02, -0.23, -0.10



Q:
Computed, not measured: one molecule with the formula C5H9P, with the ωB97M-V functional and the def2-TZVPD basis.

Element x y z (Å)
C1 1.292 1.601 0.101
P1 0.491 0.136 0.164
C2 1.707 -1.173 -0.188
C3 -0.939 -0.311 -0.807
C4 -1.982 0.471 -0.028
C5 -1.109 -0.354 0.844
H1 1.601 2.029 1.059
H2 0.617 2.310 -0.210
H3 1.493 -2.181 0.077
H4 1.904 -0.992 -1.359
H5 2.719 -0.893 0.332
H6 -1.240 -1.106 -1.471
H7 -1.991 1.487 0.112
H8 -3.083 0.247 0.035
H9 -1.480 -1.272 1.340

Properties
Kohn-Sham gap: 8.44 eV
E_LUMO: 0.905 eV
SMILES: C=[P@]1(C)[C@@H]2C[C@@H]21

Here are the Löwdin charges for atoms 1 to 4, given in e: -0.30, 0.75, -0.23, -0.22



R:
Computed, not measured: one molecule with the formula C5H9P, with the ωB97M-V functional and the def2-TZVPD basis.

Element x y z (Å)
C1 -1.984 -0.251 0.748
P1 -1.122 0.249 -0.861
C2 -0.009 1.557 -0.284
C3 1.286 1.052 0.189
C4 1.414 -0.518 -0.048
C5 0.290 -1.013 -0.883
H1 -2.448 0.719 1.126
H2 -1.173 -0.325 1.390
H3 -2.788 -0.988 0.794
H4 -0.044 2.567 -0.307
H5 2.013 1.706 0.506
H6 2.408 -0.765 -0.462
H7 1.338 -1.043 0.835
H8 0.726 -0.878 -1.928
H9 0.093 -2.070 -0.815

Properties
Kohn-Sham gap: 9.16 eV
E_LUMO: 0.969 eV
SMILES: CP1C=CCC1

Here are the Löwdin charges for atoms 1 to 4, given in e: -0.30, 0.86, -0.27, -0.04



From most stable to least stable, the computed energies give R, Q, P.



P:
Computed, not measured: one molecule with the formula C23H28N4O5, with the ωB97M-V functional and the def2-TZVPD basis.

Element x y z (Å)
C1 -5.047 -0.521 -1.146
C2 -5.491 0.831 -0.595
O1 -4.744 1.909 -1.121
C3 -3.489 2.160 -0.659
C4 -2.850 1.493 0.381
C5 -1.577 1.865 0.775
C6 -0.910 2.900 0.133
N1 0.407 3.272 0.450
C7 1.164 2.876 1.510
O2 0.747 2.220 2.441
C8 2.651 3.209 1.358
N2 3.362 2.130 0.683
C9 3.258 0.868 1.400
C10 4.086 -0.205 0.704
N3 3.617 -0.331 -0.663
C11 4.009 -1.564 -1.308
C12 3.023 -2.688 -0.944
O3 3.315 -3.860 -1.021
N4 1.824 -2.176 -0.575
C13 0.659 -2.808 -0.147
C14 0.555 -4.191 -0.054
C15 -0.617 -4.798 0.385
C16 -1.669 -3.982 0.721
C17 -1.569 -2.594 0.621
C18 -0.422 -1.979 0.193
O4 -2.756 -2.023 1.004
C19 -3.591 -3.095 1.390
O5 -2.921 -4.315 1.177
C20 3.866 0.907 -1.367
C21 2.996 1.981 -0.714
C22 -1.547 3.566 -0.914
C23 -2.818 3.205 -1.299
H1 -5.743 -1.290 -0.820
H2 -4.049 -0.776 -0.799
H3 -5.041 -0.490 -2.233
H4 -5.458 0.834 0.502
H5 -6.517 1.040 -0.910
H6 -3.320 0.672 0.898
H7 -1.103 1.348 1.592
H8 0.826 3.917 -0.206
H9 3.084 3.317 2.355
H10 2.808 4.133 0.796
H11 2.217 0.515 1.466
H12 3.626 1.025 2.415
H13 5.154 0.066 0.737
H14 3.950 -1.158 1.219
H15 5.026 -1.895 -1.055
H16 3.962 -1.442 -2.394
H17 1.829 -1.157 -0.544
H18 1.404 -4.796 -0.326
H19 -0.697 -5.869 0.460
H20 -0.357 -0.905 0.124
H21 -4.516 -3.073 0.793
H22 -3.848 -2.994 2.458
H23 4.925 1.211 -1.317
H24 3.580 0.797 -2.415
H25 1.940 1.683 -0.845
H26 3.157 2.939 -1.217
H27 -1.039 4.370 -1.428
H28 -3.319 3.719 -2.104

Properties
Kohn-Sham gap: 8.23 eV
E_LUMO: 0.529 eV
SMILES: CCOc1ccc(NC(=O)CN2CCN(CC(=O)Nc3ccc4c(c3)OCO4)CC2)cc1

Here are the Löwdin charges for atoms 1 to 4, given in e: -0.06, -0.24, -0.05, -0.27



Q:
Computed, not measured: one molecule with the formula C23H28N4O5, with the ωB97M-V functional and the def2-TZVPD basis.

Element x y z (Å)
C1 -2.238 -2.212 0.216
C2 -3.500 -1.530 0.733
C3 -4.225 -0.639 -0.299
C4 -4.558 -1.397 -1.581
C5 -5.519 -0.116 0.334
N1 -3.409 0.543 -0.577
C6 -2.422 0.705 -1.467
O1 -2.068 -0.084 -2.321
C7 -1.704 2.061 -1.292
N2 -0.761 2.000 -0.180
C8 -1.239 2.131 1.079
O2 -2.421 2.379 1.282
C9 -0.298 1.857 2.235
C10 0.013 0.354 2.318
C11 1.421 0.041 1.829
O3 2.346 0.808 1.978
N3 1.536 -1.196 1.272
C12 2.659 -1.775 0.685
C13 3.948 -1.254 0.786
C14 4.964 -1.920 0.128
C15 4.673 -3.075 -0.587
C16 3.361 -3.518 -0.600
N4 2.377 -2.888 0.017
C17 0.600 1.776 -0.511
C18 0.952 0.635 -1.216
C19 2.274 0.382 -1.572
C20 3.214 1.304 -1.184
C21 2.856 2.472 -0.506
C22 1.554 2.745 -0.175
O4 3.970 3.229 -0.285
C23 5.055 2.469 -0.771
O5 4.567 1.293 -1.383
H1 -1.733 -2.725 1.034
H2 -2.479 -2.949 -0.544
H3 -1.555 -1.491 -0.224
H4 -3.247 -0.900 1.591
H5 -4.200 -2.292 1.080
H6 -5.167 -0.772 -2.231
H7 -3.656 -1.663 -2.121
H8 -5.116 -2.299 -1.339
H9 -6.194 -0.940 0.549
H10 -5.305 0.410 1.263
H11 -6.018 0.571 -0.345
H12 -3.485 1.269 0.131
H13 -2.433 2.850 -1.088
H14 -1.150 2.286 -2.203
H15 -0.815 2.189 3.135
H16 0.642 2.400 2.149
H17 -0.023 0.035 3.363
H18 -0.726 -0.228 1.767
H19 0.702 -1.748 1.116
H20 4.129 -0.358 1.353
H21 5.975 -1.543 0.171
H22 5.443 -3.615 -1.113
H23 3.073 -4.416 -1.130
H24 0.189 -0.067 -1.514
H25 2.548 -0.505 -2.117
H26 1.282 3.660 0.324
H27 5.618 3.061 -1.508
H28 5.720 2.199 0.066

Properties
Kohn-Sham gap: 8.83 eV
E_LUMO: 0.743 eV
SMILES: CCC(C)(C)NC(=O)CN(C(=O)CCC(=O)Nc1ccccn1)c1ccc2c(c1)OCO2

Here are the Löwdin charges for atoms 1 to 4, given in e: -0.09, -0.19, -0.54, -0.03



From most stable to least stable, the computed energies give Q, P.